The following is a quantum chemistry calculation of a 2-piece molecular cluster, C30H45Si4 overall, from the Open Molecules 2025 dataset.

Summary:
**Orbital gap**: 5.4 eV
**2S+1**: 1
**Charge**: +1
**Energy**: -63345.0288 eV
**M**: 518.034 g/mol

Positions of all 79 atoms, in Å:
C 8.669 0.295 12.681
Si 7.592 -0.532 11.369
C 8.578 -0.622 9.766
C 7.141 -2.267 11.935
Si 5.667 0.782 11.061
H 4.490 0.082 10.214
Si 4.629 0.974 13.152
C 5.783 1.723 14.445
C 3.126 2.084 12.966
C 4.100 -0.726 13.752
Si 6.474 2.937 10.445
C 7.376 3.704 11.916
C 7.849 3.108 9.144
C 4.940 3.930 9.995
H 9.559 -0.337 12.822
H 9.019 1.290 12.385
H 8.175 0.383 13.655
H 9.308 -1.441 9.865
H 7.931 -0.849 8.906
H 9.130 0.304 9.554
H 8.048 -2.889 11.903
H 6.749 -2.287 12.960
H 6.395 -2.725 11.271
H 5.199 1.802 15.375
H 6.658 1.099 14.656
H 6.132 2.729 14.190
H 2.489 1.931 13.848
H 3.398 3.146 12.919
H 2.538 1.834 12.073
H 3.383 -0.580 14.572
H 3.601 -1.303 12.962
H 4.944 -1.316 14.134
H 7.717 4.697 11.585
H 6.735 3.840 12.791
H 8.265 3.131 12.211
H 8.230 4.143 9.203
H 8.692 2.432 9.345
H 7.509 2.937 8.116
H 5.255 4.937 9.680
H 4.370 3.483 9.168
H 4.261 4.037 10.854
C -1.160 2.926 4.590
C -1.224 1.637 5.143
C -0.237 1.205 6.032
C 0.887 2.008 6.328
C 2.001 1.466 7.117
C 1.760 0.489 8.131
C 2.596 -0.537 8.582
C 2.113 -1.883 8.763
C 3.017 -2.959 9.002
C 2.583 -4.276 8.904
C 1.236 -4.555 8.639
C 0.320 -3.508 8.493
C 0.735 -2.185 8.579
C 3.360 1.808 6.737
C 4.426 1.509 7.609
C 5.739 1.448 7.171
C 6.088 2.116 5.991
C 5.063 2.594 5.165
C 3.724 2.353 5.473
C 0.930 3.307 5.754
C -0.080 3.763 4.904
H -1.944 3.265 3.918
H -2.061 0.979 4.892
H -0.300 0.221 6.492
H 0.735 0.484 8.521
H 3.679 -0.478 8.572
H 4.062 -2.730 9.230
H 3.293 -5.089 9.054
H 0.901 -5.583 8.516
H -0.736 -3.711 8.323
H 0.012 -1.374 8.465
H 4.209 1.324 8.662
H 6.501 0.952 7.782
H 7.138 2.264 5.718
H 5.311 3.137 4.253
H 2.957 2.605 4.737
H 1.766 3.976 5.971
H -0.023 4.768 4.490

Forces on atoms 1 to 2 (eV/Å):
0.1572 -0.1673 0.0030
-0.1512 0.1234 -0.0042

Löwdin atomic charge list, values in e, 8 entries:
1. C -0.20
2. Si 0.34
3. C -0.22
4. C -0.22
5. Si 0.48
6. H -0.06
7. Si 0.34
8. C -0.20